18
Properties=species:S:1:pos:R:3:forces:R:3:mulliken_charge:R:1 method="wB97M-V/def2-TZVPD" energy_ev=-10372.896 charge=0 smiles="C=NC(C)=O.C=NC" lumo_energy_ev=0.6
C 1.73329 -0.57859 -0.58297 -0.425 -0.683 0.059 -0.40
N 0.90970 -1.11662 0.20357 1.369 -0.300 0.296 -0.23
C -0.02156 -2.10613 -0.07215 -0.989 0.307 -0.403 0.53
C -1.42006 -1.74012 0.35711 -0.148 -0.323 -0.153 -0.87
O 0.28436 -3.17929 -0.53148 0.267 0.011 0.013 -0.55
H 1.65321 -0.65577 -1.66541 0.077 -0.115 -0.168 0.34
H 2.58451 -0.06067 -0.16035 -0.024 0.446 -0.024 0.33
H -1.68867 -0.74826 -0.00434 0.069 0.058 0.157 0.33
H -2.12126 -2.47479 -0.04136 0.135 -0.003 0.126 0.32
H -1.46523 -1.74520 1.45048 -0.046 0.068 -0.120 0.22
C 0.05612 1.16557 1.25780 -1.385 1.608 -0.105 -0.39
N -0.71140 1.43357 0.27762 0.539 -0.949 1.169 -0.32
C -0.20627 2.23042 -0.78591 0.379 0.492 -0.478 -0.73
H 0.97795 1.72331 1.47019 0.247 -0.360 -0.352 0.33
H -0.34027 0.57274 2.06740 0.063 -0.378 0.087 0.29
H 0.62604 2.89601 -0.49575 -0.115 -0.116 -0.010 0.32
H 0.17899 1.54276 -1.56765 -0.346 0.419 0.111 0.21
H -1.02944 2.84105 -1.17680 0.333 -0.183 -0.206 0.27